No. 1
97
Properties=species:S:1:pos:R:3 method="wB97M-V/def2-TZVPD" homo_energy_ha="-0.28357 / -0.29331" multiplicity=2 s2=0.7539 total_charge=0 gap_ha="0.2803 / 0.2451" e_lumo_ev="-0.088 / -1.313"
Mg 2.156 0.581 1.150
C -2.547 3.721 1.299
N -1.459 3.020 0.653
C -0.820 1.886 0.992
N 0.189 1.691 0.167
C 0.109 2.735 -0.695
N -0.877 3.557 -0.441
C -3.960 3.207 1.117
C -4.932 3.714 1.975
C -6.267 3.400 1.805
C -6.658 2.560 0.778
C -5.692 2.011 -0.055
C -4.340 2.331 0.112
C -6.106 1.072 -1.090
N -7.230 1.009 -1.726
N -7.140 -0.061 -2.584
C -5.980 -0.594 -2.397
O -5.261 0.087 -1.468
C -5.387 -1.796 -2.966
C -5.696 -2.263 -4.237
C -5.047 -3.391 -4.714
C -4.113 -4.056 -3.932
C -3.834 -3.616 -2.643
C -2.880 -4.387 -1.754
N -2.362 -3.605 -0.649
C -1.653 -2.460 -0.645
N -1.393 -2.096 0.592
C -1.979 -3.072 1.330
N -2.576 -4.002 0.618
C -4.474 -2.484 -2.171
H -2.511 4.727 0.882
H -2.325 3.784 2.365
H -1.066 1.270 1.842
H 0.814 2.897 -1.493
H -4.638 4.383 2.777
H -7.008 3.812 2.477
H -7.697 2.303 0.624
H -3.605 1.919 -0.568
H -6.423 -1.735 -4.839
H -5.263 -3.753 -5.711
H -3.608 -4.932 -4.323
H -2.055 -4.791 -2.344
H -3.404 -5.219 -1.286
H -1.355 -1.931 -1.535
H -1.964 -3.088 2.407
H -4.290 -2.131 -1.167
C 1.525 0.477 3.160
H 2.178 -0.130 3.796
H 0.508 0.085 3.294
H 1.526 1.485 3.594
C 2.040 5.516 3.429
C 2.159 5.638 1.923
O 2.045 4.347 1.313
P 3.257 3.636 0.531
O 2.786 2.243 0.274
Te 5.282 4.022 1.759
O 3.274 4.323 -0.909
C 4.040 5.456 -1.331
C 3.111 6.610 -1.656
H 2.053 6.506 3.887
H 2.872 4.932 3.824
H 1.110 5.011 3.691
H 3.113 6.104 1.660
H 1.350 6.251 1.522
H 4.599 5.143 -2.213
H 4.762 5.730 -0.559
H 2.356 6.283 -2.371
H 3.676 7.438 -2.083
H 2.600 6.957 -0.757
O 2.878 -1.307 0.044
S 2.386 -2.641 -0.444
C 3.775 -3.605 -1.041
C 3.649 -4.153 -2.310
C 4.686 -4.918 -2.822
C 5.823 -5.132 -2.057
C 5.931 -4.585 -0.785
C 4.905 -3.812 -0.270
C 2.120 -3.638 1.027
C 1.618 -4.918 0.837
C 1.369 -5.714 1.941
C 1.616 -5.221 3.217
C 2.107 -3.936 3.390
C 2.358 -3.128 2.288
H 2.743 -3.985 -2.881
H 4.603 -5.340 -3.814
H 6.637 -5.720 -2.459
H 6.821 -4.749 -0.193
H 4.985 -3.359 0.710
H 1.436 -5.286 -0.167
H 0.977 -6.713 1.804
H 1.424 -5.846 4.079
H 2.291 -3.551 4.385
H 2.732 -2.116 2.401
Cl 6.759 -0.619 -1.127
Ge 4.856 0.589 -0.825
Cl 6.099 2.716 -0.707
Cl 4.801 0.411 1.468

***

No. 2
97
Properties=species:S:1:pos:R:3 method="wB97M-V/def2-TZVPD" homo_energy_ha="-0.26630 / -0.27465" multiplicity=2 s2=0.7539 total_charge=0 gap_ha="0.2554 / 0.2425" e_lumo_ev="-0.297 / -0.874"
Mg 1.125 -1.118 1.085
C 2.960 4.239 2.177
N 2.649 2.988 1.513
C 2.234 1.825 2.040
N 1.990 0.967 1.076
C 2.269 1.669 -0.055
N 2.682 2.894 0.166
C 1.936 5.340 1.949
C 1.981 6.479 2.749
C 1.121 7.541 2.511
C 0.199 7.486 1.478
C 0.130 6.339 0.697
C 0.996 5.274 0.936
C -0.829 6.211 -0.395
N -1.364 7.123 -1.134
N -2.160 6.473 -2.054
C -2.060 5.210 -1.806
O -1.226 4.969 -0.767
C -2.729 4.089 -2.455
C -3.287 4.221 -3.722
C -3.930 3.138 -4.296
C -4.020 1.929 -3.617
C -3.465 1.793 -2.351
C -3.589 0.489 -1.585
N -2.522 0.323 -0.618
C -1.226 0.069 -0.835
N -0.558 0.160 0.300
C -1.521 0.482 1.205
N -2.720 0.597 0.685
C -2.819 2.877 -1.776
H 3.924 4.582 1.798
H 3.062 4.032 3.241
H 2.131 1.629 3.097
H 2.160 1.260 -1.047
H 2.699 6.538 3.560
H 1.172 8.419 3.140
H -0.470 8.311 1.275
H 0.941 4.412 0.290
H -3.207 5.170 -4.237
H -4.368 3.230 -5.281
H -4.535 1.090 -4.071
H -3.597 -0.366 -2.261
H -4.518 0.481 -1.016
H -0.810 -0.161 -1.805
H -1.313 0.636 2.252
H -2.399 2.803 -0.781
C 0.974 -1.169 3.214
H 0.357 -2.021 3.533
H 0.519 -0.280 3.687
H 1.948 -1.306 3.704
C 5.861 -0.589 1.319
C 5.237 -0.175 0.001
O 4.941 -1.332 -0.804
P 3.519 -2.066 -0.772
O 2.838 -1.918 0.556
Te 4.247 -4.065 -1.886
O 2.559 -1.151 -1.729
C 2.927 -0.915 -3.100
C 1.852 -0.074 -3.755
H 6.241 0.292 1.840
H 6.684 -1.282 1.142
H 5.120 -1.088 1.944
H 5.922 0.431 -0.592
H 4.333 0.399 0.178
H 3.038 -1.870 -3.614
H 3.892 -0.405 -3.136
H 0.884 -0.574 -3.680
H 2.089 0.062 -4.810
H 1.785 0.906 -3.280
O -0.262 -2.577 0.667
S -0.923 -3.515 -0.307
C -1.064 -5.095 0.540
C -1.091 -6.255 -0.217
C -1.249 -7.470 0.430
C -1.371 -7.511 1.812
C -1.313 -6.341 2.557
C -1.154 -5.120 1.921
C -2.703 -3.199 -0.163
C -3.495 -3.593 -1.235
C -4.874 -3.483 -1.148
C -5.451 -2.952 0.000
C -4.647 -2.531 1.053
C -3.269 -2.666 0.979
H -0.954 -6.202 -1.290
H -1.263 -8.385 -0.148
H -1.487 -8.462 2.315
H -1.378 -6.377 3.637
H -1.070 -4.198 2.484
H -3.024 -4.001 -2.124
H -5.500 -3.818 -1.965
H -6.527 -2.868 0.075
H -5.095 -2.103 1.941
H -2.638 -2.352 1.801
Cl 1.889 -5.098 -0.684
Ge 2.331 -5.192 1.973
Cl 4.565 -5.142 1.812
Cl 2.128 -7.447 2.068

***

No. 3
87
Properties=species:S:1:pos:R:3 method="wB97M-V/def2-TZVPD" homo_energy_ha=-0.33497 smiles=c1ccncc1.c1ccncc1.c1ccncc1.c1ccncc1.c1ccncc1.c1ccncc1.c1ccncc1.ClCCl.ClCCl total_charge=0 gap_ha=0.3562 e_lumo_ev=0.579
C 0.721 -1.329 4.357
Cl -0.422 -2.286 3.496
Cl 0.089 0.279 4.781
H 0.941 -1.795 5.325
H 1.664 -1.248 3.844
C -1.298 -1.978 -0.669
Cl -1.198 -3.175 -1.936
Cl 0.371 -1.321 -0.157
H -1.908 -1.146 -0.996
H -1.797 -2.514 0.201
N -1.582 1.178 -1.908
C -0.337 1.590 -2.146
C 0.000 2.789 -2.668
C -1.004 3.690 -2.957
C -2.298 3.299 -2.787
C -2.498 2.005 -2.345
H 0.385 0.893 -1.885
H 0.991 3.118 -2.586
H -0.686 4.734 -3.328
H -3.193 3.973 -2.801
H -3.491 1.650 -2.249
N 3.399 2.223 4.564
C 2.922 2.233 3.338
C 2.217 3.308 2.725
C 2.118 4.493 3.488
C 2.611 4.461 4.772
C 3.222 3.328 5.291
H 3.023 1.251 2.771
H 1.814 3.269 1.716
H 1.578 5.386 3.182
H 2.504 5.364 5.411
H 3.675 3.297 6.246
N 3.618 0.794 0.556
C 3.844 -0.535 0.493
C 4.601 -1.166 -0.537
C 5.288 -0.236 -1.405
C 5.191 1.121 -1.145
C 4.199 1.625 -0.308
H 3.327 -1.121 1.281
H 4.758 -2.281 -0.619
H 5.890 -0.664 -2.224
H 5.757 1.888 -1.697
H 3.922 2.691 -0.307
N -7.007 -1.388 0.474
C -7.993 -2.245 0.801
C -7.820 -3.667 0.688
C -6.604 -4.124 0.334
C -5.584 -3.213 0.028
C -5.891 -1.872 0.070
H -8.983 -1.911 1.090
H -8.657 -4.318 0.812
H -6.454 -5.198 0.256
H -4.577 -3.517 -0.328
H -5.109 -1.131 -0.109
N 3.950 -3.947 0.907
C 3.977 -4.443 2.168
C 2.940 -5.271 2.679
C 1.865 -5.550 1.827
C 1.791 -4.958 0.560
C 2.809 -4.102 0.176
H 4.922 -4.328 2.720
H 2.872 -5.595 3.676
H 1.099 -6.126 2.227
H 0.938 -5.061 -0.042
H 2.788 -3.603 -0.750
N 2.513 1.037 -4.563
C 2.232 1.800 -5.631
C 1.104 1.515 -6.429
C 0.287 0.501 -6.098
C 0.650 -0.382 -5.090
C 1.751 -0.042 -4.295
H 2.855 2.666 -5.714
H 0.889 2.042 -7.318
H -0.649 0.343 -6.724
H 0.184 -1.397 -5.012
H 2.222 -0.754 -3.676
N -3.268 0.825 0.652
C -2.165 1.087 1.316
C -1.818 2.341 1.791
C -2.640 3.399 1.415
C -3.798 3.108 0.740
C -4.087 1.791 0.322
H -1.514 0.212 1.550
H -0.929 2.468 2.360
H -2.529 4.435 1.682
H -4.490 3.894 0.458
H -5.001 1.542 -0.176

***

No. 4
89
Properties=species:S:1:pos:R:3 method="wB97M-V/def2-TZVPD" homo_energy_ha="-0.34004 / -0.33999" total_charge=+1 gap_ha="0.1268 / 0.1267" e_lumo_ev="-5.802 / -5.804"
Sn -0.237 -0.435 0.737
C 0.166 -5.065 -1.006
C 1.506 -4.431 -0.798
N 2.577 -5.026 -1.242
C 3.792 -4.478 -1.054
C 3.984 -3.305 -0.372
C 5.392 -2.769 -0.235
O 5.842 -2.622 1.107
C 2.841 -2.611 0.124
C 3.047 -1.433 0.918
N 2.159 -0.600 1.363
C 2.613 0.443 2.197
C 3.750 1.195 1.898
C 4.160 2.230 2.721
C 3.440 2.544 3.863
C 2.310 1.807 4.187
C 1.919 0.773 3.359
I 0.239 -0.390 3.912
C 1.556 -3.161 -0.112
O 0.448 -2.614 0.238
H 0.284 -6.011 -1.528
H -0.321 -5.232 -0.041
H -0.481 -4.398 -1.580
H 4.628 -5.027 -1.471
H 6.066 -3.420 -0.796
H 5.454 -1.775 -0.682
H 5.986 -3.493 1.489
H 4.077 -1.274 1.231
H 4.300 0.970 0.992
H 5.044 2.797 2.460
H 3.751 3.356 4.506
H 1.748 2.033 5.083
C -0.091 -0.403 -4.404
Te -0.759 -1.018 -2.434
C -2.079 0.674 -2.592
C -1.885 1.286 -3.950
C -2.642 2.394 -4.323
C -2.473 2.964 -5.573
C -1.546 2.428 -6.458
C -0.783 1.335 -6.087
C -0.943 0.762 -4.826
H -0.193 -1.249 -5.081
H 0.962 -0.129 -4.363
H -1.834 1.393 -1.815
H -3.108 0.357 -2.437
H -3.360 2.805 -3.623
H -3.064 3.826 -5.856
H -1.419 2.865 -7.440
H -0.056 0.922 -6.777
Se -3.241 0.385 0.930
C -3.102 2.081 0.350
N -2.986 3.175 -0.013
C -0.650 4.871 3.292
C -1.495 3.615 3.249
N -0.765 2.594 2.507
C -0.059 2.871 1.374
N 0.299 1.864 0.602
C 1.019 2.171 -0.630
C 1.968 3.341 -0.454
C 1.167 4.529 0.042
N 0.316 4.150 1.160
C -0.333 5.256 1.859
H 0.278 4.669 3.832
H -1.178 5.680 3.793
H -2.455 3.826 2.767
H -1.688 3.227 4.249
H -1.255 1.711 2.469
H 0.300 2.410 -1.425
H 1.565 1.275 -0.940
H 2.447 3.587 -1.402
H 2.738 3.087 0.274
H 0.557 4.951 -0.764
H 1.840 5.314 0.391
H -1.251 5.535 1.331
H 0.350 6.106 1.833
Cl -7.085 -6.293 -0.105
C -5.765 -5.402 0.475
C -5.648 -4.045 0.132
C -4.600 -3.320 0.616
C -3.623 -3.930 1.465
C -2.610 -3.196 2.000
C -3.758 -5.323 1.768
C -4.811 -6.041 1.287
H -6.392 -3.586 -0.504
H -4.498 -2.268 0.366
H -1.873 -3.643 2.656
H -2.550 -2.134 1.815
H -3.014 -5.797 2.396
H -4.926 -7.089 1.527

***

No. 5
90
Properties=species:S:1:pos:R:3 method="wB97M-V/def2-TZVPD" homo_energy_ha="-0.37622 / -0.38353" multiplicity=2 s2=0.7851 total_charge=+1 gap_ha="0.2458 / 0.2168" e_lumo_ev="-3.550 / -4.536"
Ru 0.189 -0.444 0.666
O 0.404 -0.254 2.763
C 1.470 -0.377 3.363
C 2.777 -0.629 2.810
C 3.825 -0.670 3.750
C 5.109 -0.849 3.335
C 5.420 -0.974 1.979
C 4.413 -0.949 1.052
C 3.062 -0.801 1.432
O 2.168 -0.843 0.469
N 6.194 -0.893 4.331
O 5.883 -0.819 5.500
O 7.326 -1.002 3.911
H 1.426 -0.289 4.456
H 3.618 -0.555 4.806
H 6.454 -1.083 1.684
H 4.626 -1.039 -0.005
Se 1.510 1.788 0.446
P -0.361 2.831 0.693
Se -1.738 1.183 0.853
C -0.355 3.919 2.125
C -1.369 3.874 3.073
C -1.347 4.752 4.149
C -0.315 5.669 4.278
C 0.708 5.708 3.337
C 0.691 4.834 2.265
C -0.722 3.866 -0.744
C 0.279 4.676 -1.282
C 0.020 5.451 -2.399
C -1.236 5.416 -2.992
C -2.235 4.618 -2.457
C -1.980 3.843 -1.335
H -2.170 3.151 2.982
H -2.132 4.712 4.891
H -0.304 6.356 5.114
H 1.520 6.413 3.445
H 1.503 4.856 1.547
H 1.270 4.691 -0.843
H 0.797 6.081 -2.810
H -1.432 6.008 -3.877
H -3.216 4.600 -2.913
H -2.761 3.214 -0.923
C -0.827 -6.082 0.588
C 0.375 -5.173 0.808
C 1.368 -5.335 -0.339
C 1.048 -5.493 2.145
N -0.179 -3.800 0.765
N 0.752 -2.772 1.051
H -0.511 -7.124 0.532
H -1.335 -5.819 -0.341
H -1.541 -5.992 1.411
H 1.658 -6.382 -0.440
H 2.290 -4.770 -0.174
H 0.915 -5.012 -1.278
H 1.309 -6.550 2.205
H 0.375 -5.270 2.979
H 1.971 -4.924 2.282
H -0.952 -3.697 1.412
H 1.573 -2.910 0.475
H 1.047 -2.797 2.029
C -4.036 0.560 -2.240
O -2.616 0.491 -2.199
C -1.911 0.996 -3.216
C -2.465 1.708 -4.279
C -1.655 2.302 -5.230
C -0.264 2.206 -5.141
C 0.286 1.474 -4.119
C -0.517 0.821 -3.167
N 0.157 0.057 -2.230
C -0.130 -1.001 -1.383
C -1.387 -1.769 -1.466
C -1.908 -2.328 -2.633
C -3.076 -3.059 -2.584
C -3.726 -3.225 -1.358
C -3.201 -2.688 -0.198
C -2.011 -1.963 -0.254
O -1.482 -1.431 0.884
H -4.379 0.066 -1.336
H -4.424 0.034 -3.114
H -4.374 1.599 -2.246
H -3.538 1.812 -4.351
H -2.110 2.858 -6.038
H 0.373 2.689 -5.867
H 1.363 1.362 -4.051
H 1.152 0.254 -2.250
H 0.752 -1.653 -1.361
H -1.390 -2.191 -3.576
H -3.477 -3.513 -3.480
H -4.650 -3.788 -1.316
H -3.682 -2.819 0.764